<A>
ORCA calculation (ωB97M-V/def2-TZVPD) on one molecule with the formula C5H10N4.

Last column: Löwdin charge in e.
Cartesian coordinates (Å):
1 H -0.07 0.19 -2.40  0.151
2 C -0.46 -0.24 -0.13  -0.456
3 N -2.33 -0.94 1.03  -0.014
4 H 2.61 2.00 0.04  0.108
5 H -1.60 -1.63 1.10  0.050
6 N 1.68 0.70 -1.25  0.075
7 C 1.91 1.16 -0.07  -0.198
8 H -2.22 -0.46 1.93  0.075
9 C -1.98 -0.21 -0.16  -0.217
10 H -0.61 -1.92 -1.32  0.114
11 N 0.11 0.10 1.13  -0.025
12 H 0.93 -2.01 -0.25  0.130
13 H -2.52 -0.71 -1.00  0.122
14 N 1.14 1.07 1.13  -0.016
15 H 0.86 1.96 1.55  0.123
16 C 0.22 -1.37 -0.82  -0.067
17 H -2.37 0.81 -0.18  0.112
18 H 0.43 -0.70 1.71  0.140
19 C 0.38 -0.02 -1.40  -0.206

## Properties
* HOMO: -8.83 eV
* LUMO level: 1.0 eV
* SMILES: NC[C@@]12C[C@@H]1N=CNN2
* net charge: 0


<B>
ORCA calculation (ωB97M-V/def2-TZVPD) on one molecule with the formula C5H10N4.

Last column: Löwdin charge in e.
Cartesian coordinates (Å):
1 H 0.01 -2.27 1.14  0.141
2 N -1.88 -2.01 0.94  -0.138
3 C -0.08 1.50 0.18  -0.089
4 C -1.00 0.01 -1.27  -0.167
5 H -1.83 -0.65 -1.36  0.082
6 H 1.71 -0.32 2.17  0.121
7 H -2.73 -0.42 0.25  0.052
8 N -1.25 1.24 -0.58  -0.039
9 H 0.77 -1.40 -0.90  0.170
10 H -0.46 0.23 -2.25  0.141
11 H -1.60 2.10 -0.89  0.099
12 C 1.94 0.09 1.09  -0.033
13 C -0.02 -0.73 -0.34  -0.295
14 H 2.42 0.93 1.18  0.004
15 H 2.39 -0.69 0.52  0.065
16 N -0.61 -1.80 0.43  -0.024
17 N -2.92 -1.40 0.67  0.013
18 C 0.68 0.44 0.32  -0.259
19 H -0.04 2.59 0.55  0.154

## Properties
* HOMO: -8.33 eV
* LUMO level: 0.8 eV
* SMILES: [H]/N=N\N[C@H]1CNC=C1C
* net charge: 0


<C>
ORCA calculation (ωB97M-V/def2-TZVPD) on one molecule with the formula C5H10N4.

Last column: Löwdin charge in e.
Cartesian coordinates (Å):
1 C 0.21 -0.97 -0.63  -0.305
2 H 0.33 -2.26 -2.27  0.049
3 C -0.12 0.91 0.41  -0.588
4 H -0.59 1.55 -2.44  0.081
5 H 1.00 1.18 -2.19  0.082
6 N 0.95 1.75 0.55  0.205
7 H -1.40 1.89 1.67  0.079
8 C 0.37 -0.49 0.88  -0.285
9 C -0.15 -1.13 2.02  0.085
10 C 0.56 -2.11 -1.23  0.044
11 N -1.41 1.44 0.76  0.108
12 H 1.48 -0.41 0.91  0.149
13 H 0.87 2.49 -0.16  0.056
14 H -1.01 -0.71 2.54  0.054
15 H 1.04 -2.90 -0.67  0.050
16 N -0.31 0.22 -1.03  -0.086
17 N 0.06 0.80 -2.25  0.075
18 H -2.16 0.76 0.70  0.085
19 H 0.29 -2.02 2.43  0.060

## Properties
* HOMO (spin up / spin down): -7.98 / -8.10 eV
* LUMO level (spin up / spin down): -1.4 / 0.0 eV
* net charge: 0


Name the most stable of them. <A>.


<A>
ORCA calculation (ωB97M-V/def2-TZVPD) on C7H13N2 as an isolated structure.

Last column: Löwdin charge in e.
Cartesian coordinates (Å):
1 H 3.50 -1.07 0.03  0.110
2 H 1.55 1.39 1.10  0.070
3 N -1.02 0.23 -0.58  0.097
4 H 2.11 -1.16 1.19  0.072
5 H 0.01 -0.62 1.18  0.182
6 H 1.44 -0.15 -1.50  0.119
7 H 0.87 1.97 -0.36  0.102
8 H -4.10 0.38 0.74  0.124
9 C -3.34 1.07 0.28  0.053
10 C -2.27 0.13 -0.06  -0.259
11 C 1.66 1.28 0.05  -0.050
12 H -3.20 1.78 1.09  0.107
13 C -1.04 -1.21 -0.76  -0.119
14 C 0.05 -0.56 0.05  -0.114
15 H 2.12 -2.09 -0.34  0.073
16 N -2.40 -1.21 -0.15  0.206
17 H -1.01 -1.76 -1.82  0.220
18 C 2.41 -1.20 0.17  -0.039
19 H 2.68 1.49 -0.19  0.086
20 C 1.49 -0.15 -0.46  -0.353
21 H -3.19 -1.90 -0.15  0.200
22 H -3.59 1.53 -0.67  0.114

## Properties
* HOMO: -14.80 eV
* LUMO level: -4.4 eV
* net charge: +1


<B>
ORCA calculation (ωB97M-V/def2-TZVPD) on an isolated ion of composition C7H13N2 and charge +1.

Last column: Löwdin charge in e.
Cartesian coordinates (Å):
1 C -1.75 1.60 -0.81  0.122
2 H -3.23 -1.58 1.87  0.097
3 H 2.30 -0.99 -1.74  0.067
4 H 3.31 0.07 -0.87  0.127
5 N -2.25 -0.50 0.33  0.096
6 H 1.89 0.72 -1.79  0.054
7 H -2.30 2.40 -1.20  0.119
8 H 3.00 -0.05 1.63  0.070
9 H -3.49 1.11 0.05  0.116
10 C -2.53 0.70 -0.05  -0.126
11 C 2.16 0.50 1.32  -0.019
12 H 1.11 -1.22 0.38  0.189
13 H 0.06 1.61 -1.90  0.164
14 H -2.85 -2.51 0.57  0.094
15 H -4.15 -1.33 0.46  0.135
16 C 2.21 -0.10 -1.19  -0.036
17 C -0.39 1.17 -0.96  -0.101
18 H 2.57 1.43 1.03  0.068
19 H 1.53 0.57 2.20  0.083
20 N 0.18 0.53 -0.04  0.142
21 C 1.41 -0.16 0.07  -0.378
22 C -3.08 -1.49 0.83  -0.082

## Properties
* HOMO (spin up / spin down): -13.74 / -13.97 eV
* LUMO level (spin up / spin down): -7.3 / -6.9 eV
* net charge: +1


Name the most stable of them. <A>.


<A>
ORCA calculation (ωB97M-V/def2-TZVPD) on a 2-piece molecular cluster, C7H13N2 overall.

Last column: Löwdin charge in e.
Cartesian coordinates (Å):
1 H -0.80 -2.08 1.00  0.160
2 N 2.64 -0.98 -0.69  -0.012
3 C -0.58 0.87 -0.53  -0.246
4 C -2.08 0.78 -0.01  -0.042
5 C 1.04 0.04 0.82  0.021
6 C 0.32 2.01 -0.04  0.057
7 H 0.21 2.97 -0.34  0.096
8 C 1.32 1.45 0.65  -0.019
9 H -2.07 1.44 0.90  0.137
10 H -2.67 -0.82 1.20  0.112
11 H 2.53 -2.05 -0.55  0.083
12 H -0.74 -1.85 -0.99  0.170
13 H 1.63 -0.67 1.34  0.124
14 H -0.60 0.90 -1.68  0.207
15 C -2.24 -0.79 0.21  -0.131
16 H 2.00 2.01 1.35  0.146
17 H -2.93 -1.07 -0.53  0.104
18 C -0.91 -1.44 0.07  -0.094
19 N -0.03 -0.27 0.05  -0.083
20 H -2.68 1.28 -0.69  0.082
21 H 3.28 -0.88 -1.55  0.083
22 H 3.37 -0.83 0.03  0.044

## Properties
* HOMO: -14.19 eV
* LUMO level: -4.4 eV
* net charge: +1


<B>
ORCA calculation (ωB97M-V/def2-TZVPD) on an isolated ion of composition C7H13N2 and charge +1.

Last column: Löwdin charge in e.
Cartesian coordinates (Å):
1 H -1.37 -0.98 -1.65  0.102
2 C 3.76 0.20 -0.25  0.182
3 C -0.72 -0.41 -1.06  -0.128
4 C 0.22 -1.37 -0.23  -0.130
5 H -2.35 2.35 0.40  0.083
6 H -2.14 -1.11 1.27  0.057
7 H 1.04 -1.61 -0.93  0.112
8 H -3.42 -0.78 0.22  0.052
9 H -0.07 0.42 -1.53  0.125
10 H -3.19 0.46 1.30  0.097
11 N 2.53 0.57 0.05  -0.014
12 C -1.67 1.74 -0.21  0.054
13 H 4.32 0.71 -1.06  0.122
14 C 0.71 -0.57 0.92  -0.124
15 C -2.67 -0.34 0.76  -0.029
16 H 4.17 -0.72 0.26  0.138
17 H 2.12 1.43 -0.38  0.211
18 N 1.69 0.16 0.93  0.074
19 H -0.89 2.14 -0.83  0.049
20 C -1.65 0.41 -0.11  -0.373
21 H -0.47 -2.21 0.27  0.168
22 H 0.05 -0.49 1.85  0.170

## Properties
* HOMO: -12.95 eV
* LUMO level: -4.8 eV
* SMILES: C=[NH+]/N=C\CCC(=C)C
* net charge: +1


Name the most stable of them. <A>.


<A>
ORCA calculation (ωB97M-V/def2-TZVPD) on an isolated ion of composition C7H13N2 and charge +1.

Last column: Löwdin charge in e.
Cartesian coordinates (Å):
1 H 0.00 -2.32 -3.67  0.122
2 H 1.58 1.59 -0.70  0.114
3 C -1.21 2.39 2.13  0.044
4 H -0.58 2.98 2.85  0.116
5 C 0.03 -0.41 -1.02  -0.045
6 H -1.51 -2.41 -2.74  0.087
7 H 0.88 1.92 0.92  0.072
8 C 0.10 -1.55 -1.73  -0.137
9 H -0.58 0.46 -1.33  0.149
10 H -1.05 -0.72 2.96  0.166
11 C -0.69 -1.73 -2.94  -0.090
12 N -1.13 1.16 1.85  0.022
13 H 0.73 -2.34 -1.31  0.123
14 H 1.73 -0.79 0.29  0.175
15 C 1.45 1.20 0.32  0.016
16 C -0.65 -0.03 2.17  -0.147
17 H 0.28 -1.74 1.50  0.086
18 H 2.44 1.08 0.83  0.121
19 C 0.10 -0.76 1.36  -0.062
20 H -0.97 -0.80 -3.49  0.098
21 H -1.83 3.00 1.54  0.073
22 N 0.90 -0.18 0.22  -0.102

## Properties
* HOMO: -12.45 eV
* LUMO level: -3.4 eV
* SMILES: C=N/C=C\[N@H+](C)/C=C/C
* net charge: +1


<B>
ORCA calculation (ωB97M-V/def2-TZVPD) on an isolated ion of composition C7H13N2 and charge +1.

Last column: Löwdin charge in e.
Cartesian coordinates (Å):
1 H 1.26 -0.73 -1.98  0.106
2 C 0.35 1.37 1.39  -0.082
3 C -0.26 -1.96 -1.21  -0.032
4 H 0.02 2.48 -0.50  0.103
5 C -2.04 -0.37 1.27  0.264
6 N -1.11 -0.42 0.35  -0.074
7 C 1.09 -1.41 -1.15  -0.123
8 H 1.40 -1.10 0.89  0.138
9 H -0.34 2.14 1.89  0.123
10 H 2.21 0.11 -0.12  0.151
11 H 1.26 1.98 1.30  0.107
12 H -1.26 1.37 -1.30  0.106
13 H 0.57 1.19 -1.77  0.100
14 H 0.54 0.78 2.33  0.111
15 C 1.24 -0.39 0.06  -0.113
16 H 1.81 -2.23 -1.40  0.149
17 H -2.10 0.49 1.86  0.099
18 N -1.15 -1.52 -0.41  0.094
19 H -0.54 -2.64 -1.93  0.114
20 H -2.78 -1.15 1.23  0.124
21 C 0.04 0.52 0.20  -0.501
22 C -0.20 1.49 -1.00  0.037

## Properties
* HOMO: -14.42 eV
* LUMO level: -5.2 eV
* SMILES: C=[N+]1N=CCCC1(C)C
* net charge: +1


Name the most stable of them. <B>.


<A>
ORCA calculation (ωB97M-V/def2-TZVPD) on a 2-piece molecular cluster, C4H2O3 overall.

Last column: Löwdin charge in e.
Cartesian coordinates (Å):
1 O 0.88 2.59 -0.42  0.221
2 C 1.40 1.88 0.31  -0.438
3 C -0.83 -1.09 0.12  -0.067
4 O 1.94 1.10 0.95  0.215
5 H -1.67 -1.49 -1.69  0.021
6 C -0.30 -0.98 1.26  -0.248
7 H -0.49 -0.17 -1.70  0.074
8 C -1.13 -0.85 -1.13  0.058
9 O 0.21 -0.98 2.31  0.164

## Properties
* HOMO: -9.03 eV
* LUMO level: -0.8 eV
* SMILES: C=C=C=O.O=C=O
* net charge: 0


<B>
ORCA calculation (ωB97M-V/def2-TZVPD) on one molecule with the formula C4H2O3.

Last column: Löwdin charge in e.
Cartesian coordinates (Å):
1 H -1.65 -1.54 0.18  0.138
2 O -0.68 -1.42 0.34  0.127
3 C 0.25 0.75 -0.07  -0.350
4 C -0.93 -0.19 -0.08  -0.363
5 C 2.55 -0.66 -0.10  0.156
6 C 1.51 0.00 -0.10  -0.025
7 O -2.22 -0.02 -0.29  0.021
8 H 3.41 -1.41 -0.34  0.098
9 O 0.13 1.88 0.22  0.198

## Properties
* HOMO: -11.05 eV
* LUMO level: -1.4 eV
* SMILES: C#CC(=O)C(=O)O
* net charge: 0


Name the most stable of them. <A>.


<A>
ORCA calculation (ωB97M-V/def2-TZVPD) on a 2-piece molecular cluster, C3H10S overall.

Last column: Löwdin charge in e.
Cartesian coordinates (Å):
1 H -2.34 -0.90 -0.83  0.079
2 H 3.74 0.22 -0.12  -0.087
3 H -1.78 0.59 -1.57  0.064
4 C -1.46 -0.27 -1.01  -0.142
5 C -0.50 0.02 0.21  -0.300
6 H -0.06 -1.01 0.47  0.099
7 H -0.91 -0.88 -1.70  0.040
8 C -1.36 0.49 1.42  -0.150
9 H -1.58 -0.22 2.30  0.089
10 H 0.33 0.69 -0.18  0.093
11 S 4.55 -0.76 -0.44  1.168
12 H -2.41 0.88 1.17  0.089
13 H 4.70 -0.22 -1.62  -0.090
14 H -0.93 1.37 1.91  0.049

## Properties
* HOMO (spin up / spin down): -13.75 / -13.75 eV
* LUMO level (spin up / spin down): -5.2 / -11.0 eV
* 2S+1: 2
* net charge: +1


<B>
ORCA calculation (ωB97M-V/def2-TZVPD) on a 2-piece molecular cluster, C3H10S overall.

Last column: Löwdin charge in e.
Cartesian coordinates (Å):
1 H 3.12 2.10 -1.48  0.061
2 C -2.34 -1.03 0.97  -0.153
3 H -0.26 -1.31 0.26  0.039
4 C -1.01 -0.53 0.40  -0.195
5 H -2.92 -0.19 1.35  0.073
6 H 1.37 1.71 -1.45  0.079
7 H -0.62 0.21 1.10  0.065
8 S 2.75 -0.18 -1.16  1.145
9 H -2.18 -1.73 1.79  0.072
10 H 2.27 1.76 0.09  0.082
11 H -1.22 -0.06 -0.56  0.062
12 C 2.34 1.54 -0.98  -0.330
13 H -2.93 -1.58 0.24  0.069
14 H 1.65 -0.71 -0.57  -0.069

## Properties
* HOMO (spin up / spin down): -15.12 / -15.12 eV
* LUMO level (spin up / spin down): -4.2 / -9.4 eV
* 2S+1: 2
* net charge: +1


Name the most stable of them. <B>.